# 1
H16O8 | the ωB97M-V functional and the def2-TZVPD basis

For the highest occupied orbital energy, the calculation gives -10.61 eV. The SMILES is O.O.O.O.O.O.O.O.

Structure (ORCA input):
```
! RIJCOSX wB97M-V def2-TZVPD def2/J DEFGRID3
* xyz 0 1
O 4.676 13.965 -1.787
H 4.490 14.850 -1.452
H 5.615 13.980 -2.010
O 1.191 15.463 2.037
H 1.705 14.665 2.237
H 1.177 15.961 2.861
O 3.117 13.811 4.329
H 2.726 13.362 3.564
H 2.374 14.030 4.903
O 6.569 13.248 2.055
H 5.697 12.862 1.837
H 6.402 14.190 2.150
O 1.690 12.638 2.193
H 1.293 12.329 3.019
H 1.091 12.320 1.501
O 5.447 9.893 1.049
H 5.231 10.785 0.725
H 4.642 9.592 1.478
O 4.182 12.405 0.882
H 3.321 12.520 1.323
H 4.122 12.934 0.072
O 3.321 11.981 -3.389
H 3.874 11.898 -4.172
H 3.918 12.302 -2.696
*
```

---

# 2
C18H19F5N4O4PdS | the ωB97M-V functional and the def2-TZVPD basis

For the highest occupied orbital energy, the calculation gives 0.45 eV.

Structure (ORCA input):
```
! RIJCOSX wB97M-V def2-TZVPD def2/J DEFGRID3
* xyz -2 1
Pd 0.443 0.116 1.086
C -2.751 2.021 0.797
C -1.616 2.476 -0.048
N -0.409 1.981 0.025
C 0.354 2.653 -0.918
C -0.445 3.578 -1.562
N -1.677 3.447 -0.997
C -0.268 4.579 -2.680
O 0.891 4.675 -3.170
O -1.291 5.203 -3.010
C 1.790 2.347 -1.142
O 2.388 3.079 -2.078
O 2.390 1.485 -0.547
H -2.367 1.219 1.430
H -3.575 1.641 0.188
H -3.131 2.832 1.425
H -2.446 4.025 -1.293
H 1.748 3.756 -2.517
F 2.359 2.032 7.918
C 1.989 1.298 6.840
C 2.025 1.837 5.563
F 2.471 3.101 5.417
C 1.610 1.105 4.472
F 1.706 1.692 3.287
C 1.092 -0.223 4.579
S 0.413 -1.157 3.320
C 1.155 -0.740 5.897
F 0.772 -2.012 6.124
C 1.568 -0.008 6.987
F 1.562 -0.554 8.226
C 1.338 -1.971 -3.907
C -0.007 -1.378 -3.467
N -0.732 -2.150 -2.481
C -1.640 -3.178 -2.925
C -0.993 -4.561 -3.096
C -0.371 -2.030 -1.133
C -1.275 -2.661 -0.106
N 0.649 -1.404 -0.700
H 1.811 -1.309 -4.634
H 1.199 -2.951 -4.363
H 2.004 -2.078 -3.053
H -0.652 -1.254 -4.343
H 0.169 -0.383 -3.050
H -2.084 -2.863 -3.875
H -2.447 -3.271 -2.196
H -0.296 -4.564 -3.934
H -1.760 -5.316 -3.281
H -0.446 -4.828 -2.192
H -2.315 -2.368 -0.262
H -0.939 -2.274 0.857
H -1.208 -3.754 -0.099
H 1.243 -0.942 -1.379
*
```

---

What electronic energy values result from the calculations? In sequence: -611.4971; -2242.7772 a.u..
What gap between HOMO and LUMO values result from the calculations? In sequence: 10.282; 3.917 eV.
What relative energy (zero: lowest compared OMol25 entry of this formula, charge and spin) values result from the calculations? In sequence: 224.56; 85.65 kJ/mol.